Record 1
Entry from the OMol25 dataset: C4H9NO in the gas phase (ωB97M-V/def2-TZVPD).

Lowest unoccupied orbital energy, eV: 0.88
Kohn-Sham gap, eV: 10.4
Energy relative to the best compared isomer or geometry (same formula, charge and spin), kcal/mol: 45.8
E_HOMO, Ha: -0.350

Geometry (Å):
O: -1.691 -1.817 0.408
N: -0.158 0.082 -1.627
C: -0.728 0.223 -0.227
C: 0.443 -0.152 0.681
C: 1.670 0.790 0.716
C: -1.892 -0.731 -0.100
H: -2.929 -0.513 -0.425
H: 2.615 0.263 0.791
H: 0.431 -0.785 -1.545
H: -1.099 1.249 -0.043
H: 0.610 -1.215 0.705
H: 1.943 1.355 -0.193
H: -0.884 -0.252 -2.268
H: 0.039 -0.111 1.706
H: 1.630 1.612 1.422

Record 2
Entry from the OMol25 dataset: C11H15NO3 in the gas phase (ωB97M-V/def2-TZVPD).

Lowest unoccupied orbital energy, eV: 0.25
Kohn-Sham gap, eV: 9.3
Energy relative to the best compared isomer or geometry (same formula, charge and spin), kcal/mol: 116.3
E_HOMO, Ha: -0.332

Geometry (Å):
O: -1.131 0.232 0.985
O: -0.020 -2.951 -1.196
O: 0.836 -2.369 0.944
N: 1.710 2.154 -1.678
C: -1.922 1.291 1.574
C: -0.178 -2.501 -0.035
C: 2.046 0.616 0.478
C: 1.876 -0.498 -1.935
C: 2.028 -0.685 -0.391
C: -1.686 -2.086 0.383
C: 2.145 -2.121 0.311
C: 1.731 0.954 -2.445
C: 1.885 1.953 -0.278
C: -1.770 2.634 0.679
C: -1.896 -0.520 -0.005
H: 2.164 0.593 1.620
H: 1.866 -1.405 -2.630
H: 2.908 -2.088 1.173
H: -3.004 -0.254 -0.025
H: -1.867 -2.181 1.505
H: -1.428 -0.377 -1.041
H: 1.584 1.075 -3.582
H: 1.886 2.902 0.376
H: -1.471 3.501 1.370
H: -0.974 2.405 -0.109
H: -2.448 -2.751 -0.158
H: -1.459 1.522 2.595
H: 2.380 -2.962 -0.424
H: -2.770 2.918 0.191
H: -3.021 0.998 1.747

Record 3
Entry from the OMol25 dataset: 2 unconnected molecules or ions with the total composition C36H73BN3O7P (ωB97M-V/def2-TZVPD).

Lowest unoccupied orbital energy, eV: -0.79
Kohn-Sham gap, eV: 4.6
E_HOMO, Ha: -0.197

Geometry (Å):
P: 2.111 1.800 -1.735
O: 2.693 1.011 -4.529
O: 3.465 2.942 -2.075
O: -2.369 1.316 1.181
O: 8.018 3.917 -5.759
O: 2.998 0.873 -0.581
O: -0.862 0.552 2.642
O: 5.732 -0.306 -0.485
N: -5.085 -2.624 4.824
N: 5.032 4.746 -4.420
N: 3.818 -0.476 -2.910
C: 8.286 3.153 -3.399
C: -4.711 -3.328 6.110
C: -1.294 1.501 1.710
C: -7.212 -6.069 5.212
C: -3.460 -5.345 4.880
C: -0.003 0.118 -2.957
C: 4.364 4.940 -3.111
C: 0.660 -1.340 2.319
C: -4.090 0.937 -6.115
C: -4.734 -0.200 4.825
C: 7.483 4.036 -4.430
C: -7.792 -4.681 5.450
C: -3.762 1.964 -5.146
C: 4.812 -0.451 -4.033
C: 1.412 3.027 -0.426
C: -2.455 0.198 -3.954
C: -3.624 -4.414 6.077
C: -3.658 -0.437 -6.034
C: 3.097 3.978 -2.967
C: 0.543 0.657 -1.591
C: -2.907 1.582 -4.030
C: 1.039 2.379 0.951
C: -6.000 -3.439 3.921
C: 6.590 1.774 0.395
C: -2.810 -0.824 -4.917
C: -0.767 -0.746 1.974
C: 5.965 3.595 -4.349
C: -3.816 -2.217 4.040
C: 3.099 -1.763 -3.076
C: -7.445 -3.640 4.381
C: 4.094 1.453 0.075
C: -4.042 -0.786 3.616
C: -1.570 -0.199 -2.737
C: -0.461 2.783 1.370
C: 5.504 1.119 -0.565
C: -5.759 -1.265 5.158
B: 2.915 0.703 -3.152
H: 4.006 2.527 0.379
H: 2.908 3.603 -4.009
H: 0.017 0.859 -3.792
H: 1.711 2.816 1.731
H: -0.439 3.415 2.294
H: -5.511 -4.385 3.703
H: -2.431 -1.851 -4.737
H: 2.430 -1.885 -2.180
H: -5.197 0.763 4.613
H: -3.095 -4.822 3.997
H: -1.982 0.272 -1.813
H: 7.519 5.101 -4.055
H: -7.528 -4.330 6.450
H: 5.802 3.026 -3.397
H: 5.797 2.862 -5.188
H: -2.656 -3.938 6.258
H: 0.515 3.511 -0.910
H: 1.199 -0.615 2.980
H: -7.780 -6.817 5.766
H: -3.928 -1.230 -6.764
H: -2.589 2.280 -3.222
H: 5.200 0.576 -4.231
H: -6.618 -1.140 4.502
H: 0.521 -2.318 2.848
H: 8.892 3.504 -5.659
H: -2.966 -2.274 4.720
H: -4.690 -0.743 2.736
H: 5.699 -1.112 -3.799
H: 5.539 5.575 -4.720
H: -0.850 -0.672 0.866
H: 0.701 -0.129 -0.806
H: -1.598 -1.398 2.362
H: 4.168 0.910 1.076
H: 2.262 4.631 -2.599
H: 9.384 3.133 -3.658
H: 6.082 -0.622 -1.331
H: -8.882 -4.772 5.463
H: 5.566 1.498 -1.612
H: -1.022 3.272 0.541
H: -3.110 -0.275 3.375
H: 6.131 2.529 1.081
H: 6.997 0.959 1.046
H: -1.699 -1.312 -2.597
H: 7.945 2.088 -3.415
H: -4.722 1.221 -6.988
H: 1.358 2.544 -2.737
H: 1.068 1.267 0.984
H: 8.189 3.520 -2.350
H: -4.093 3.019 -5.208
H: -0.265 1.351 -1.203
H: -2.716 -6.107 5.119
H: 5.109 4.734 -2.285
H: 4.064 6.020 -3.001
H: 4.350 -0.886 -4.968
H: -4.359 -2.547 6.789
H: -4.375 -5.877 4.624
H: -6.184 -6.129 5.573
H: 1.200 -1.490 1.349
H: -7.233 -6.343 4.155
H: 1.955 1.642 -4.598
H: 2.131 3.879 -0.260
H: 2.514 -1.721 -4.038
H: -7.997 -3.933 3.481
H: -3.676 -2.893 3.199
H: 7.396 2.266 -0.209
H: -3.792 -5.040 6.959
H: 0.415 -0.882 -3.252
H: -6.034 -2.882 2.981
H: 3.877 -2.572 -3.118
H: -5.628 -3.714 6.547
H: -4.030 -0.065 5.652
H: -7.902 -2.693 4.681
H: -6.080 -1.263 6.198

Record 4
Entry from the OMol25 dataset: a molecular structure, C5H6BiLiO4 (ωB97M-V/def2-TZVPD).

Lowest unoccupied orbital energy (alpha / beta), eV: -7.15 / -6.27
<S²>: 1.12
Kohn-Sham gap (alpha / beta), eV: 5.0 / 5.8
2S+1: 2
Energy relative to the best compared isomer or geometry (same formula, charge and spin), kcal/mol: 0.0
Net charge: +1
E_HOMO (alpha / beta), Ha: -0.445 / -0.445

Geometry (Å):
Bi: 4.680 0.333 1.692
O: -1.327 -0.406 -0.465
O: -3.473 -0.913 -0.485
O: -2.792 0.709 0.849
O: 3.022 -0.576 1.241
C: -2.566 -0.186 -0.003
C: 0.738 0.343 -1.605
C: 1.934 -0.128 -0.843
C: 1.969 -0.527 0.445
C: -0.450 0.699 -0.696
Li: -4.648 0.070 0.728
H: 1.001 -0.713 0.944
H: -1.036 1.534 -1.102
H: 0.938 1.248 -2.203
H: 2.905 -0.216 -1.371
H: 0.425 -0.433 -2.321
H: -0.089 1.043 0.282

Record 5
Entry from the OMol25 dataset: C15H15NO2S in the gas phase (ωB97M-V/def2-TZVPD).

Lowest unoccupied orbital energy, eV: 0.62
Kohn-Sham gap, eV: 9.2
Energy relative to the best compared isomer or geometry (same formula, charge and spin), kcal/mol: 6.0
E_HOMO, Ha: -0.315

Geometry (Å):
S: -1.319 0.162 0.094
O: 0.652 3.509 1.587
O: 1.752 0.277 -3.179
N: -1.334 2.484 1.924
C: -2.127 3.686 1.872
C: 0.164 0.032 1.073
C: 0.847 -1.177 1.139
C: -1.830 -2.255 -1.075
C: -1.666 -3.252 -2.021
C: -0.089 -0.945 -2.127
C: 0.003 2.492 1.734
C: 1.836 1.024 2.482
C: 0.060 -1.955 -3.067
C: 2.516 -0.178 2.544
C: 0.650 1.143 1.767
C: -1.041 -1.118 -1.125
C: -0.717 -3.100 -3.016
C: 0.740 0.315 -2.207
C: 2.014 -1.280 1.872
H: 3.433 -0.254 3.107
H: -2.847 3.637 1.052
H: 2.531 -2.227 1.913
H: -0.584 -3.870 -3.761
H: -1.818 1.612 2.061
H: -2.662 3.835 2.811
H: -2.279 -4.139 -1.979
H: 0.466 -2.037 0.608
H: -2.568 -2.351 -0.292
H: 0.779 -1.823 -3.862
H: 0.088 1.149 -2.490
H: 2.214 1.902 2.984
H: 1.164 0.549 -1.219
H: -1.445 4.519 1.707
H: 2.417 -0.366 -2.912

Record 6
Entry from the OMol25 dataset: a molecular structure, C60H51F2GeIP3Pt (ωB97M-V/def2-TZVPD).

Lowest unoccupied orbital energy (alpha / beta), eV: -1.95 / -4.89
<S²>: 6.02
Kohn-Sham gap (alpha / beta), eV: 7.6 / 5.9
2S+1: 5
Net charge: +1
E_HOMO (alpha / beta), Ha: -0.349 / -0.397

Geometry (Å):
Pt: 0.286 0.703 -0.409
I: 1.435 -1.118 -2.866
Ge: 0.980 3.772 1.178
P: -0.208 2.450 -1.978
P: -1.301 0.972 1.466
P: 2.244 -0.031 1.004
F: 1.592 5.214 2.053
F: 1.254 -1.448 0.701
C: 3.821 -2.102 -0.089
C: -1.783 4.597 4.219
C: -0.515 3.497 2.472
C: 4.253 0.110 -0.912
C: -0.021 6.420 -2.658
C: 0.600 6.160 -0.354
C: -1.902 -3.106 -2.121
C: 0.024 4.225 -1.649
C: 2.275 -0.505 2.771
C: 2.789 2.945 1.117
C: -0.715 4.578 3.336
C: 2.723 2.129 -5.494
C: 3.155 2.451 -4.212
C: -2.505 2.473 3.402
C: -2.193 -2.951 -3.620
C: -0.959 -0.226 3.996
C: 4.511 1.359 1.664
C: 5.097 3.656 1.356
C: -1.306 -1.863 -1.613
C: 5.460 2.359 1.693
C: 2.237 2.539 -3.182
C: -2.309 1.092 -3.153
C: -0.822 -0.859 -1.113
C: -4.838 2.030 -0.227
C: -3.751 -0.308 0.807
C: 5.461 -1.759 -1.815
C: -1.106 -0.419 2.623
C: -0.906 -2.801 2.960
C: 0.453 1.991 -4.706
C: -4.482 2.001 -3.628
C: -2.684 3.544 4.253
C: 0.441 4.773 -0.439
C: 0.361 6.975 -1.446
C: 5.187 -0.397 -1.798
C: 4.779 -2.606 -0.957
C: -3.211 -3.362 -1.352
C: -5.044 -0.303 0.304
C: -0.803 -1.314 4.840
C: -3.589 0.940 -3.660
C: -0.785 -2.602 4.328
C: 2.016 0.472 3.733
C: -1.050 -1.717 2.110
C: -4.092 3.213 -3.080
C: -0.180 5.053 -2.760
C: 3.772 3.947 1.102
C: -3.545 2.027 0.265
C: 2.565 -1.801 3.191
C: -0.930 -4.270 -1.888
C: 3.561 -0.736 -0.044
C: 3.179 1.626 1.318
C: 2.088 0.173 5.083
C: 1.378 1.907 -5.739
C: -2.818 3.368 -2.557
C: -1.909 2.311 -2.604
C: 2.434 -1.106 5.491
C: 0.884 2.299 -3.424
C: -1.420 2.437 2.519
C: -2.995 0.860 0.799
C: -5.591 0.864 -0.207
C: 2.664 -2.093 4.543
H: -0.679 -4.362 -0.831
H: 4.813 0.344 1.888
H: -1.617 0.261 -3.189
H: -2.648 -3.864 -4.006
H: 4.977 -3.670 -0.973
H: -5.482 1.880 -4.024
H: -3.950 -2.592 -1.577
H: -0.189 7.049 -3.523
H: -3.343 -1.221 1.216
H: 2.914 -3.099 4.853
H: -0.032 5.411 3.318
H: -5.262 2.943 -0.623
H: 1.883 0.942 5.817
H: -2.542 4.312 -2.109
H: -0.665 -3.448 4.991
H: -4.784 4.046 -3.054
H: -6.605 0.868 -0.585
H: 2.566 2.792 -2.178
H: -2.878 -2.120 -3.797
H: -0.006 -4.116 -2.447
H: 1.040 1.660 -6.737
H: 5.837 4.445 1.331
H: 4.203 2.637 -4.020
H: -3.615 -4.333 -1.639
H: 3.488 4.973 0.917
H: -5.629 -1.213 0.324
H: -3.030 -3.366 -0.276
H: -0.460 4.618 -3.711
H: 5.705 0.271 -2.475
H: -0.684 -1.150 5.903
H: -2.963 2.942 0.255
H: 4.060 1.175 -0.902
H: -0.869 -3.802 2.550
H: 0.929 6.598 0.576
H: 0.495 8.045 -1.353
H: -3.887 -0.009 -4.086
H: -1.093 -1.876 1.043
H: 6.198 -2.155 -2.501
H: -0.595 1.809 -4.903
H: -1.913 5.447 4.876
H: -3.523 3.560 4.937
H: 3.251 -2.785 0.520
H: -3.213 1.652 3.412
H: 6.482 2.122 1.959
H: 2.520 -1.336 6.545
H: -1.269 -2.764 -4.169
H: 2.715 -2.589 2.470
H: 3.438 2.060 -6.304
H: 1.761 1.480 3.428
H: -1.387 -5.203 -2.224
H: -0.948 0.771 4.414

Record 7
Entry from the OMol25 dataset: 2 unconnected molecules or ions with the total composition C27H45F2OSi4 (ωB97M-V/def2-TZVPD).

Lowest unoccupied orbital energy, eV: -5.72
Kohn-Sham gap, eV: 4.6
Net charge: +1
E_HOMO, Ha: -0.378

Geometry (Å):
Si: 1.963 -4.710 -0.078
Si: 0.903 -2.599 0.062
Si: -0.526 -2.638 1.925
Si: 2.757 -1.130 0.187
F: -4.577 4.572 -2.925
F: -1.974 6.940 1.736
O: -0.119 -2.317 -1.356
C: -0.260 -4.199 2.942
C: 0.633 -6.031 -0.241
C: -0.893 2.691 -0.374
C: -0.141 -1.079 2.909
C: 2.144 0.646 0.206
C: -1.171 -0.224 -0.795
C: -3.422 4.015 -5.374
C: -1.093 -1.372 -1.515
C: -1.343 5.720 1.778
C: -2.331 -2.596 1.393
C: 3.013 -4.979 1.468
C: -0.966 2.571 -2.859
C: 3.733 -1.425 1.773
C: -1.551 2.944 -1.612
C: -0.007 4.149 2.973
C: -0.918 3.544 0.764
C: -1.551 4.832 0.743
C: -3.383 3.897 -2.889
C: -2.770 3.614 -4.104
C: 3.027 -4.775 -1.629
C: -2.058 -1.777 -2.579
C: 3.774 -1.376 -1.372
C: -0.209 3.215 1.970
C: -2.842 3.549 -1.669
C: -0.288 6.516 3.876
C: -0.527 5.453 2.875
C: -1.556 2.918 -4.062
H: 3.421 -6.000 1.415
H: 0.088 -6.218 0.691
H: -1.516 -2.136 -3.463
H: 1.118 -6.970 -0.550
H: 0.720 -4.212 3.434
H: 4.392 -2.297 1.686
H: -1.977 0.465 -1.041
H: 2.520 -4.299 -2.479
H: -0.135 1.910 -0.373
H: -2.695 -0.932 -2.859
H: -2.532 -1.831 0.633
H: 1.586 0.875 -0.709
H: 4.360 -0.538 1.955
H: -2.958 -2.375 2.269
H: -4.442 3.619 -5.455
H: -0.287 -0.161 2.325
H: 0.589 3.895 3.854
H: -1.033 -4.216 3.727
H: -2.839 3.629 -6.215
H: -3.380 3.765 -0.752
H: -3.479 5.107 -5.472
H: -0.094 -5.758 -1.019
H: 3.144 -1.676 -2.220
H: -2.701 -2.599 -2.226
H: -0.842 -1.043 3.758
H: 3.856 -4.281 1.525
H: 4.555 -2.134 -1.235
H: -0.023 7.465 3.398
H: -2.643 -3.568 0.990
H: -1.179 6.706 4.484
H: 3.004 1.331 0.262
H: -0.011 2.050 -2.854
H: 2.434 -4.897 2.395
H: 0.519 6.228 4.551
H: 4.003 -4.294 -1.496
H: -2.146 5.155 -0.105
H: 0.882 -1.079 3.309
H: -0.573 -0.047 0.099
H: 0.219 2.215 2.069
H: 1.508 0.840 1.077
H: -1.072 2.682 -5.012
H: 3.195 -5.831 -1.887
H: 4.255 -0.422 -1.633
H: -0.367 -5.116 2.350
H: 3.084 -1.561 2.650

Record 8
Entry from the OMol25 dataset: a molecular structure, C15H16Co2NO6 (ωB97M-V/def2-TZVPD).

Lowest unoccupied orbital energy, eV: 1.86
Kohn-Sham gap, eV: 3.5
Energy relative to the best compared isomer or geometry (same formula, charge and spin), kcal/mol: 110.2
Net charge: -1
E_HOMO, Ha: -0.060

Geometry (Å):
Co: -0.601 3.653 1.694
Co: -1.422 1.227 2.130
O: -2.207 3.197 4.213
O: 0.612 4.949 -0.646
O: 0.698 0.095 3.751
O: -3.780 -0.139 3.199
O: -1.362 6.320 2.617
O: 1.884 3.257 3.181
N: -0.044 -1.615 -0.811
C: -0.145 0.583 3.133
C: 1.365 -2.409 -0.557
C: 0.906 3.397 2.584
C: 0.648 -1.912 -3.388
C: -1.247 1.840 0.436
C: -1.077 5.256 2.250
C: -0.454 -1.767 -2.332
C: 2.075 -1.693 -2.942
C: -1.726 2.810 3.213
C: 0.122 4.418 0.264
C: -1.099 -2.388 0.001
C: -0.893 0.550 0.438
C: 0.143 -0.266 -0.316
C: 2.344 -2.542 -1.716
C: -2.857 0.419 2.742
H: -1.775 2.423 -0.301
H: -1.153 -0.971 -2.596
H: 0.946 -0.320 0.447
H: 0.570 -2.962 -3.717
H: 1.041 -3.397 -0.246
H: 2.737 -2.049 -3.740
H: 3.378 -2.393 -1.369
H: 0.405 -1.290 -4.259
H: 0.573 0.371 -1.100
H: -1.020 -2.699 -2.341
H: 2.262 -3.598 -2.019
H: -0.567 -3.040 0.706
H: 2.296 -0.636 -2.773
H: -1.724 -2.964 -0.690
H: -1.752 -1.728 0.568
H: 1.898 -1.984 0.291

| no. | largest force on an atom (eV Å⁻¹) |
| --- | --- |
| 1 | 2.8 |
| 2 | 4.9 |
| 3 | 2.7 |
| 4 | 2.3 |
| 5 | 0.5 |
| 6 | 1.1 |
| 7 | 1.4 |
| 8 | 5.0 |